115
Properties=species:S:1:pos:R:3:lowdin_charge:R:1 method="wB97M-V/def2-TZVPD" spin_multiplicity=3 homo_lumo_gap_ha="0.236 / 0.245" total_charge=+1 e_homo_ha="-0.298 / -0.308" s2=2.01
Ti 1.789 -0.231 1.879 0.845
C 0.286 2.153 -0.143 -0.223
C -1.109 1.905 0.405 -0.220
N 0.535 0.823 3.042 -0.180
C 0.950 2.029 3.733 -0.275
C 2.300 2.478 3.301 -0.248
C 3.063 3.455 3.945 -0.001
C 4.289 3.745 3.412 -0.022
C 4.835 2.935 2.370 -0.008
C 4.093 1.876 1.995 -0.259
C 4.649 0.775 1.103 -0.164
N 3.755 -0.160 0.460 -0.101
C 3.420 0.235 -0.918 -0.143
C 2.375 1.399 -0.839 -0.177
N 1.201 1.048 -0.089 -0.082
N 2.838 1.624 2.445 0.070
H 0.657 3.083 0.227 0.121
H 0.150 2.430 -1.155 0.081
H -1.246 2.638 1.163 0.052
H -1.225 0.942 0.784 0.051
H -0.492 0.962 2.979 0.038
H 1.009 1.962 4.808 0.106
H 0.302 2.891 3.591 0.113
H 2.638 3.901 4.795 0.108
H 4.964 4.405 3.864 0.095
H 5.738 3.188 1.792 0.131
H 5.249 0.158 1.738 0.130
H 5.332 1.287 0.480 0.113
H 4.382 -0.995 0.455 0.137
H 2.961 -0.623 -1.383 0.085
H 4.331 0.374 -1.452 0.115
H 2.115 1.670 -1.865 0.120
H 2.828 2.322 -0.374 0.138
H 0.786 0.238 -0.537 0.079
C -0.252 -3.947 -3.925 -0.119
C -0.776 -2.566 -4.201 -0.510
C -2.243 -2.515 -3.756 -0.116
P 0.251 -1.217 -3.344 1.101
C 1.874 -1.385 -4.205 -0.534
C 2.697 -2.703 -4.393 -0.093
C 1.659 -0.659 -5.552 -0.139
C 0.324 -1.928 -1.674 -0.313
C 1.383 -2.678 -1.221 -0.084
C 1.629 -3.074 0.123 -0.295
C 2.890 -3.831 0.385 -0.042
C 0.694 -2.721 1.051 -0.103
C -0.472 -1.999 0.677 -0.018
C -0.579 -1.486 -0.633 -0.328
N -1.485 -0.456 -0.876 0.021
C -2.842 -0.530 -0.608 -0.271
C -3.590 -1.684 -0.378 -0.059
C -4.914 -1.634 -0.127 -0.032
C -5.645 -0.420 -0.298 -0.260
C -7.152 -0.373 0.028 -0.057
C -4.961 0.754 -0.498 -0.101
C -3.591 0.732 -0.603 -0.225
P -2.607 2.240 -0.577 1.095
C -2.320 2.724 -2.254 -0.504
C -3.630 3.260 -2.822 -0.096
C -1.705 1.723 -3.194 -0.127
C -3.382 3.641 0.268 -0.474
C -2.438 4.873 0.271 -0.093
C -3.902 3.280 1.710 -0.067
H -0.981 -4.622 -4.297 0.067
H -0.056 -4.256 -2.887 0.090
H 0.598 -4.131 -4.528 0.036
H -0.674 -2.320 -5.276 0.106
H -2.264 -2.656 -2.632 0.077
H -2.924 -3.225 -4.179 0.065
H -2.730 -1.554 -4.003 0.070
H 2.434 -0.609 -3.693 0.068
H 2.278 -3.459 -5.116 0.084
H 2.779 -3.301 -3.525 0.023
H 3.717 -2.482 -4.734 0.079
H 1.036 -1.192 -6.240 0.061
H 2.581 -0.447 -6.059 0.073
H 1.164 0.266 -5.300 0.050
H 2.202 -2.979 -1.812 0.063
H 2.686 -4.764 0.934 0.092
H 3.627 -3.265 0.965 0.066
H 3.422 -4.059 -0.552 0.084
H 0.797 -3.058 2.076 0.103
H -1.162 -1.709 1.451 0.115
H -3.174 -2.669 -0.404 0.106
H -5.441 -2.547 0.073 0.111
H -7.658 0.132 -0.827 0.086
H -7.381 0.086 0.973 0.063
H -7.643 -1.341 0.135 0.068
H -5.560 1.658 -0.516 0.116
H -1.647 3.607 -2.274 0.117
H -4.479 2.499 -2.756 0.110
H -3.583 3.498 -3.870 0.080
H -3.959 4.152 -2.307 0.062
H -2.053 0.625 -3.259 0.080
H -0.648 1.494 -3.107 0.019
H -1.815 2.120 -4.165 0.060
H -4.240 4.026 -0.269 0.097
H -1.743 4.831 1.096 0.057
H -2.991 5.801 0.597 0.107
H -1.773 4.874 -0.665 0.094
H -4.315 4.199 2.147 0.085
H -3.154 2.903 2.405 0.071
H -4.730 2.556 1.585 0.073
C 1.450 -2.193 6.948 -0.040
N 2.040 -2.482 5.645 -0.169
C 2.979 -3.597 5.606 -0.024
C 1.750 -1.733 4.554 -0.271
O 2.352 -1.762 3.466 -0.093
H 2.141 -1.592 7.574 0.103
H 1.147 -3.125 7.453 0.094
H 0.479 -1.647 6.773 0.108
H 3.958 -3.346 5.897 0.079
H 3.034 -4.113 4.606 0.114
H 2.554 -4.342 6.235 0.076
H 0.919 -1.092 4.671 0.106